Entry 1:
A molecular structure, C41H36BiCl2N12O6SSe, computed with ωB97M-V with the def2-TZVPD basis set.

Calculated values
<S²>	0.771
highest occupied orbital energy (spin up / spin down)	-0.013 / -0.122	Ha
multiplicity	2
calculated total energy	-180333.4392	eV
relative energy (zero: lowest compared OMol25 entry of this formula, charge and spin)	20.3	kcal per mole
M	1183.7	g/mol
charge	-2
LUMO energy (spin up / spin down)	3.54 / 3.54	eV

```
100
Properties=species:S:1:pos:R:3:forces:R:3
Bi -1.211548 -0.157078 -0.125826 0.1 0.5 0.3
Se -4.201004 3.969282 -1.505986 -0.1 0.1 0.0
Cl -0.512008 0.726536 -5.354346 0.0 0.0 0.0
Cl -5.339666 -1.583786 -5.829282 0.0 0.0 0.0
S -1.250196 -2.486896 1.470929 0.0 0.0 0.3
O -3.122442 -0.064832 1.062277 -0.3 -0.6 -0.2
O 1.137356 0.940134 2.037063 0.0 0.1 0.1
O -0.725545 -0.138768 -2.474848 -0.1 -0.2 0.0
O -1.962526 1.421734 2.173562 0.3 0.3 0.0
O -6.939398 -1.105931 6.770771 0.0 0.0 0.0
O -6.816062 1.082081 7.168582 0.0 0.0 0.0
N 0.636103 -2.106576 3.296836 -0.1 0.0 0.0
N 2.563489 2.861526 -2.950621 0.0 0.0 0.0
N 3.662861 1.937574 -0.978718 0.0 0.0 0.0
N -6.494569 0.054417 6.485530 0.0 0.0 0.1
N 1.430634 -2.078429 1.169398 0.2 0.1 -0.2
N 2.230150 3.902549 -0.765613 0.0 0.0 0.0
N -2.439603 1.648353 -1.070360 0.0 0.0 0.0
N -2.810955 -1.376819 -1.343050 -0.1 0.0 -0.2
N 0.432586 -3.145996 -2.650792 0.0 0.0 0.1
N 1.078123 -2.153138 -0.146502 0.2 -0.1 -0.2
N 1.336622 1.312719 3.247925 0.1 -0.2 -0.1
N 1.252255 1.733829 -1.249940 -0.1 -0.1 0.3
C -4.246779 1.599146 4.019098 0.1 0.0 0.2
C -2.876297 -1.092797 -2.669700 0.1 -0.1 0.1
C 0.647835 -2.675241 -4.989478 0.0 0.0 0.0
C 2.474284 1.093021 -0.763342 -0.1 0.2 -0.2
C 1.842565 -2.012760 -4.760885 0.0 0.0 0.0
C 4.243084 -3.385011 -1.311342 0.0 0.0 0.0
C 5.470036 -1.494413 0.289889 0.0 0.0 0.0
C -3.150023 2.558705 -1.222023 0.2 0.0 -0.1
C 2.820699 1.487577 5.103840 0.0 0.0 0.0
C -0.002250 -3.237200 -3.900487 0.0 0.1 -0.1
C -5.115034 1.469524 5.080576 0.1 0.0 0.0
C 0.587107 2.275562 5.280531 0.0 0.0 0.0
C 1.830692 2.089923 5.864275 0.0 0.0 0.0
C 2.555134 1.105717 3.807603 0.1 0.0 0.1
C -3.880978 0.496271 3.240274 0.0 0.0 -0.1
C -1.730332 -0.399050 -3.217584 0.1 -0.1 -0.1
C -1.829585 -0.099855 -4.576717 0.0 0.0 0.0
C 0.391548 -2.186946 1.954940 -0.2 -0.1 -0.1
C 2.369090 4.110737 -2.208631 0.0 0.0 0.0
C -2.936080 0.651608 2.113604 0.1 0.1 0.1
C 2.320597 -1.928713 -3.466041 0.0 0.0 0.0
C 3.430077 3.210961 -0.292324 0.0 0.0 0.0
C -3.980371 -1.491423 -3.446680 0.0 0.0 0.0
C 3.757084 2.205582 -2.415199 0.0 0.0 0.0
C 2.006659 -2.321957 -1.015030 0.0 0.0 0.1
C -5.256878 -0.918656 4.641156 0.0 0.0 0.0
C 6.228262 -2.508708 -0.280948 0.0 0.0 0.0
C 5.609537 -3.457568 -1.081115 0.0 0.0 0.0
C -4.992708 -2.232527 -2.799818 0.0 0.0 0.0
C -4.871838 -2.540953 -1.475846 0.0 0.0 0.0
C 1.078492 3.006680 -0.551760 0.0 0.1 0.0
C 4.103183 -1.431246 0.071168 0.0 -0.1 0.1
C 0.349297 1.886581 3.978805 -0.1 0.0 0.0
C -4.406670 -0.758409 3.568843 -0.1 0.0 0.0
C -3.986897 -1.135394 -4.815747 0.0 0.0 0.0
C -5.632722 0.199945 5.415608 0.0 0.0 0.0
C -3.755737 -2.078249 -0.762542 0.0 0.0 0.0
C 1.403102 1.990275 -2.677195 0.0 0.1 0.0
C 1.567083 -2.480127 -2.428773 0.0 0.1 0.0
C 3.472978 -2.374548 -0.740312 0.0 -0.1 0.1
C -2.939626 -0.449960 -5.356071 0.0 0.0 0.0
H 3.323732 3.017068 0.777859 0.0 0.0 0.0
H -5.419442 2.318012 5.674264 0.0 0.0 0.0
H 0.220897 -2.746285 -5.980135 0.0 0.0 0.0
H -5.629503 -3.110631 -0.957456 0.0 0.0 0.0
H 4.626751 2.843671 -2.602813 0.0 0.0 0.0
H 3.896694 1.254788 -2.936607 0.0 0.0 0.0
H 1.502074 -1.660893 3.556735 0.0 0.0 0.0
H 4.296896 3.860663 -0.451099 0.0 0.0 0.0
H -0.607929 1.954010 3.471299 0.0 0.0 -0.1
H 0.500143 2.474102 -3.051131 0.0 0.0 0.0
H -0.169836 -1.913846 3.868496 0.0 0.0 0.0
H -0.230938 2.718806 5.830866 0.0 0.0 0.0
H 3.807295 1.301693 5.505341 0.0 0.0 0.0
H 3.252435 -1.423132 -3.246182 0.0 0.0 0.0
H 2.020908 2.396704 6.883008 0.0 0.0 0.0
H 3.265574 0.626442 3.151255 0.0 0.0 0.0
H 7.296053 -2.557030 -0.105579 0.0 0.0 0.0
H 0.176242 3.496718 -0.923285 0.0 0.0 0.0
H -4.108530 -1.618303 2.980341 0.0 0.0 0.0
H 0.965563 2.809151 0.514869 0.0 0.0 0.0
H 3.508524 -0.650673 0.521021 0.1 -0.2 0.1
H -5.652752 -1.885016 4.913579 0.0 0.0 0.0
H 1.466286 4.600552 -2.579350 0.0 0.0 0.0
H 3.227618 4.765068 -2.390071 0.0 0.0 0.0
H 5.947994 -0.750020 0.915038 0.0 0.0 0.0
H 1.526470 1.040228 -3.197936 0.0 0.0 0.0
H 2.364975 0.887373 0.300419 -0.1 0.1 -0.1
H 2.391991 -1.561550 -5.578435 0.0 0.0 0.0
H -2.955899 -0.176063 -6.401903 0.0 0.0 0.0
H -3.654994 -2.255356 0.298254 0.0 0.0 0.0
H 2.614491 0.155533 -1.303745 -0.1 0.1 0.0
H -5.859969 -2.546004 -3.365137 0.0 0.0 0.0
H 6.189912 -4.257183 -1.525033 0.0 0.0 0.0
H -3.836506 2.570585 3.769103 0.0 0.0 0.0
H -0.924985 -3.791219 -4.041236 0.0 0.0 0.0
H 3.759450 -4.126526 -1.936219 0.0 0.0 0.0
```
Forces are in eV/Å.

Löwdin population analysis, charges in e, atoms 1 to 2: 1.820 0.391

Entry 2:
A molecular structure, C51H34As2ClF5INO2SSe3TeTi, computed with ωB97M-V with the def2-TZVPD basis set.

Calculated values
<S²>	0.757
highest occupied orbital energy (spin up / spin down)	-0.155 / -0.156	Ha
multiplicity	2
calculated total energy	-452200.5181	eV
relative energy (zero: lowest compared OMol25 entry of this formula, charge and spin)	11.7	kcal per mole
M	1544.4	g/mol
charge	-1
LUMO energy (spin up / spin down)	2.00 / 1.86	eV

```
103
Properties=species:S:1:pos:R:3:forces:R:3
I 3.105688 -0.087000 5.159891 -0.1 0.0 0.2
Te -1.090015 -5.288699 2.220983 0.0 0.0 0.5
Se 0.857624 -3.862836 1.580084 0.4 -0.1 -0.1
Se -2.197561 -1.788786 1.635972 -0.5 0.1 0.3
Se -2.886439 -3.959502 1.091844 -0.2 0.1 0.1
As -1.092055 -1.963838 -2.227373 -0.1 0.1 0.4
As -0.778823 0.945790 2.270114 0.2 0.4 0.5
Ti 0.330935 -1.390709 1.004438 -1.2 -0.7 0.3
Cl 7.230824 -0.773028 1.299852 -0.1 0.0 0.0
S 0.929193 1.335248 -0.597019 0.0 -0.1 -0.7
F 5.310325 3.963166 -0.307523 0.0 0.0 0.0
F 0.445361 3.501283 -2.660638 0.0 0.0 0.1
F 3.730247 1.941179 0.388634 0.0 0.0 0.0
F 4.515659 5.777104 -2.186035 0.0 0.0 0.0
F 2.061845 5.497618 -3.349073 0.0 0.0 0.0
O 1.481124 -0.887020 2.484456 0.4 0.4 0.3
O -0.354437 -1.441192 -0.832544 0.5 -0.3 -0.8
N 2.277815 -1.622398 0.107205 0.7 0.3 0.2
C -4.741688 2.419255 2.547480 0.0 0.0 0.0
C 1.641135 3.567148 -2.047317 -0.1 0.2 -0.1
C 1.741252 -0.571625 -4.952111 0.0 0.1 0.1
C -2.693174 0.017413 -3.542658 -0.1 0.1 0.0
C 0.955161 -0.710046 -3.814752 0.0 0.0 0.0
C 4.105751 3.838274 -0.885940 0.0 0.0 0.0
C 2.277292 3.812116 2.587908 0.0 0.0 0.0
C 0.474983 4.912855 1.447809 0.0 0.0 0.0
C -0.782673 0.728022 4.221946 0.0 0.1 -0.1
C 2.773764 -0.869820 2.290935 0.0 0.0 -0.2
C 5.091015 -0.498114 2.908554 -0.2 0.0 0.2
C -5.100645 2.519906 1.210741 0.0 0.0 0.0
C 1.996220 2.616759 -1.088558 -0.1 -0.2 0.3
C -0.791331 -4.641299 -1.337458 -0.1 0.0 -0.3
C 0.203323 2.645417 2.207882 -0.1 -0.2 -0.1
C -2.242472 -6.467251 -1.919083 0.0 0.0 0.0
C -3.479075 1.959429 2.901612 -0.1 0.0 0.0
C 4.955131 -1.624227 -0.655949 0.1 0.1 0.1
C -0.704193 0.404622 6.994747 0.0 0.0 0.0
C -2.673486 -0.959237 -2.554776 -0.1 0.1 -0.1
C -2.575852 1.584298 1.916754 0.0 0.1 -0.1
C 2.634389 -2.006126 -1.089539 0.2 0.0 -0.2
C 3.248682 -1.241275 0.989539 -0.1 -0.1 0.1
C -4.969635 -0.514620 -2.029504 0.0 0.0 0.0
C -4.999318 0.453394 -3.025599 0.0 0.0 0.0
C 2.464965 4.614988 -2.418984 0.0 0.0 0.0
C -3.012131 -5.620490 -2.706867 0.0 0.0 0.0
C -4.195094 2.152141 0.223757 0.0 0.0 0.0
C 3.707506 4.763029 -1.834445 0.0 0.0 0.0
C 3.977385 -2.017837 -1.518103 -0.3 0.0 0.0
C -3.864365 0.727201 -3.775072 0.0 0.0 0.0
C -0.724324 1.837169 5.063659 0.0 0.0 0.1
C 1.767894 4.936711 1.951058 0.0 0.0 0.0
C 3.267145 2.798187 -0.535186 0.2 0.0 0.0
C 5.523056 -0.828218 1.662822 0.0 0.0 -0.2
C -3.805423 -1.225198 -1.787897 0.0 0.0 0.0
C -2.941016 1.674798 0.574637 0.0 0.0 0.0
C -0.684899 1.679074 6.442624 0.0 0.0 0.0
C 0.053836 -1.767072 -3.746748 0.0 0.0 -0.1
C -0.759954 -0.702330 6.160927 0.0 -0.1 0.0
C 3.715219 -0.524845 3.234389 0.3 -0.1 -0.2
C 1.627811 -1.473224 -6.000282 0.0 0.0 0.0
C 1.497344 2.672483 2.714742 0.0 0.0 0.0
C -0.305915 3.769875 1.573162 0.0 0.1 0.0
C -0.793312 -0.545012 4.781737 0.0 0.0 0.0
C -0.061872 -2.680371 -4.792016 0.0 0.0 0.0
C 4.607498 -1.228773 0.655557 0.2 0.0 -0.1
C -2.681002 -4.277066 -2.806596 0.0 0.0 0.0
C 0.728659 -2.529650 -5.921907 0.0 0.0 0.0
C -1.572119 -3.797691 -2.117452 0.0 -0.2 -0.1
C -1.136528 -5.980828 -1.237628 0.1 -0.1 -0.2
H -5.848685 -0.709874 -1.429534 0.0 0.0 0.0
H 4.205293 -2.331815 -2.527195 0.0 0.0 0.0
H -3.878485 -6.002401 -3.231284 0.0 0.0 0.0
H 5.811415 -0.209326 3.661357 0.0 0.0 0.0
H -0.697679 2.836475 4.646850 0.0 0.0 0.0
H -3.884366 1.496095 -4.536304 0.0 0.0 0.0
H 2.379927 5.823457 1.839870 0.0 0.0 0.0
H -4.464207 2.228687 -0.822546 0.0 0.0 0.0
H -5.911541 1.007618 -3.208871 0.0 0.0 0.0
H 3.290240 3.811213 2.971980 0.0 0.0 0.0
H 0.646083 -3.239328 -6.734933 0.0 0.0 0.0
H 0.072279 5.782788 0.942966 0.0 0.0 0.0
H 2.244963 -1.357444 -6.882580 0.0 0.0 0.0
H 5.994736 -1.611606 -0.954191 0.0 0.0 0.0
H -0.753207 -3.512075 -4.728042 0.0 0.0 0.0
H -0.817948 -1.418341 4.142404 0.0 0.0 0.0
H -3.211728 1.880505 3.947728 0.0 0.0 0.0
H -0.766090 -1.701615 6.578476 0.0 0.0 0.0
H 1.906532 1.796025 3.200587 0.0 0.0 0.0
H 1.050090 -0.016112 -2.979374 0.0 0.0 0.0
H -0.552670 -6.629570 -0.598368 0.0 0.0 -0.1
H -3.769913 -1.969969 -1.001220 0.0 0.0 0.0
H -5.445944 2.700537 3.321033 0.0 0.0 0.0
H 0.039272 -4.259588 -0.754390 0.0 0.0 -0.1
H -2.234326 1.380171 -0.195648 0.0 0.0 0.0
H 2.444084 0.250226 -5.008500 0.0 0.0 0.0
H -3.296926 -3.612689 -3.400867 0.0 0.0 0.0
H -1.805377 0.235812 -4.123541 0.0 0.0 0.0
H -0.630960 2.552607 7.080862 0.0 0.0 0.0
H -0.670988 0.276892 8.069944 0.0 0.0 0.0
H -6.085125 2.880447 0.938391 0.0 0.0 0.0
H 1.841433 -2.304307 -1.761667 0.0 0.0 0.0
H -2.519109 -7.509382 -1.821167 0.0 0.0 0.0
H -1.303304 3.757185 1.151957 0.0 0.0 0.0
```
Forces are in eV/Å.

Löwdin population analysis, charges in e, atoms 1 to 2: 0.990 0.322